Entry 1:
{
  "formula": "C13H32ClCrO2P2Si",
  "method": "ωB97M-V/def2-TZVPD",
  "total_energy_ev": -85476.67147,
  "charge": 2,
  "multiplicity": 4,
  "s_squared": 4.1796,
  "homo_lumo_gap_ha": [0.2343, 0.2838],
  "symbols": ["C", "C", "H", "H", "H", "O", "Cl", "Cr", "P", "C", "C", "H", "H", "H", "H", "H", "H", "C", "H", "H", "H", "P", "C", "C", "H", "H", "H", "C", "H", "H", "H", "H", "H", "H", "C", "O", "C", "Si", "C", "C", "C", "H", "H", "H", "H", "H", "H", "H", "H", "H", "H", "H"],
  "positions_angstrom": [[3.5040, -1.3901, -1.4144], [2.3673, -1.2276, -0.5123], [3.7830, -2.4254, -1.6490], [4.2739, -0.7651, -0.8695], [3.1626, -0.8224, -2.3398], [1.5389, -1.7732, 0.1540], [2.1304, 0.5566, -0.7638], [-1.4507, 0.4738, 0.3820], [0.6171, 0.4552, 2.0801], [0.2167, -0.7189, 3.4420], [2.4777, 0.2403, 2.1564], [2.8583, 0.5443, 3.1328], [1.2004, 2.0833, 3.8216], [2.9260, 0.8742, 1.3824], [0.9333, 2.8413, 2.2080], [0.3925, -1.7377, 3.0611], [2.7709, -0.8052, 1.9606], [0.5650, 2.0897, 2.9271], [0.8687, -0.5184, 4.3078], [-0.4786, 2.3260, 3.1884], [-0.8392, -0.6093, 3.7192], [-1.1250, -0.1501, -2.0044], [-2.3693, -1.4555, -2.3355], [-1.7838, 1.2875, -2.9349], [1.0068, 0.0640, -3.2142], [-0.2318, -0.7686, -4.1911], [0.6185, -1.6612, -2.9062], [0.1996, -0.6795, -3.1865], [-1.0873, 2.1267, -2.7867], [-1.8716, 1.0595, -4.0034], [-2.5268, -1.5398, -3.4211], [-3.3185, -1.2119, -1.8339], [-2.7673, 1.5694, -2.5205], [-1.9855, -2.4044, -1.9347], [-1.7061, -1.3085, 0.8284], [-1.9842, -2.4043, 1.0855], [-4.3974, 0.3107, 0.1798], [-3.4824, 1.5626, 1.2538], [-4.4201, 3.1832, 1.4630], [-3.1431, 0.7093, 2.9016], [-2.0224, 2.3683, 0.4237], [-5.4524, 0.3554, 0.4793], [-4.0594, -0.7356, 0.3150], [-4.3396, 0.5342, -0.8966], [-5.3840, 3.0106, 1.9476], [-3.8025, 3.8677, 2.0584], [-4.5557, 3.6344, 0.4715], [-2.9027, -0.3685, 2.8096], [-2.3334, 1.1726, 3.4850], [-4.0698, 0.7877, 3.4857], [-2.0504, 2.7268, -0.6193], [-1.2511, 2.9268, 0.9936]]
}

Entry 2:
{
  "formula": "C13H32CuO7",
  "method": "ωB97M-V/def2-TZVPD",
  "total_energy_ev": -72968.07019,
  "charge": -1,
  "homo_lumo_gap_ha": 0.1311,
  "symbols": ["Cu", "C", "O", "O", "O", "C", "C", "C", "O", "H", "H", "H", "H", "H", "H", "H", "H", "C", "C", "C", "O", "H", "H", "H", "H", "H", "H", "H", "H", "C", "C", "C", "O", "H", "H", "H", "H", "H", "H", "H", "H", "C", "C", "C", "O", "H", "H", "H", "H", "H", "H", "H", "H"],
  "positions_angstrom": [[-0.0793, 0.9576, 0.7413], [-1.8432, 2.3569, 2.3923], [-0.7440, 2.8357, 2.1282], [-2.1152, 2.5717, 3.5627], [-1.9327, 1.1880, 2.1308], [-3.8457, -2.2700, 1.2572], [-2.7120, -1.8955, 0.4116], [-2.7076, -2.7333, -0.8855], [-2.7106, -0.5365, 0.0931], [-3.9684, -1.5856, 2.0967], [-3.8518, -3.2928, 1.6339], [-4.7851, -2.2103, 0.7078], [-1.7588, -2.0733, 0.9095], [-3.6813, -2.6772, -1.3723], [-2.5317, -3.8083, -0.8468], [-1.9394, -2.3404, -1.5516], [-2.7778, -0.0237, 0.9019], [-1.5486, 3.5540, -2.8423], [-1.5133, 2.3155, -1.8344], [-1.8045, 0.9862, -2.5577], [-0.2192, 2.2297, -1.3766], [-0.8142, 3.4477, -3.6406], [-1.2530, 4.4471, -2.2917], [-2.5757, 3.7298, -3.1623], [-2.1128, 2.4225, -0.9304], [-1.2732, 0.8544, -3.5003], [-2.8824, 0.8845, -2.6833], [-1.3591, 0.1902, -1.9610], [0.3195, 2.4306, -2.1453], [3.1153, 2.8408, -0.3273], [3.1507, 1.4816, 0.3548], [4.6267, 1.0567, 0.7248], [2.2804, 1.4995, 1.4378], [3.8965, 2.8272, -1.0873], [3.2972, 3.6370, 0.3947], [2.1070, 3.0005, -0.7092], [2.8304, 0.6753, -0.3051], [4.7710, 0.2099, 1.3958], [5.2438, 1.8613, 1.1247], [5.1199, 0.6971, -0.1783], [2.6620, 0.9862, 2.1537], [2.7256, -2.6565, 1.2884], [1.5083, -2.2981, 0.3980], [0.5057, -3.5129, 0.2847], [0.6926, -1.2988, 0.9979], [3.3365, -3.4391, 0.8385], [2.4023, -2.9426, 2.2892], [3.3579, -1.8101, 1.5567], [1.9112, -1.9193, -0.5412], [-0.1749, -3.6328, 1.1276], [1.0497, -4.4438, 0.1249], [0.0123, -3.3323, -0.6704], [0.5929, -1.4420, 1.9420]]
}

Entry 3:
{
  "formula": "C13H32IO2P2PrSi",
  "method": "ωB97M-V/def2-TZVPD",
  "total_energy_ev": -66703.86410,
  "charge": 2,
  "multiplicity": 3,
  "s_squared": 2.0075,
  "e_above_lowest_kcal_mol": 33.4,
  "homo_lumo_gap_ha": [0.2856, 0.2898],
  "symbols": ["C", "C", "H", "H", "H", "O", "I", "Pr", "P", "C", "C", "H", "H", "H", "H", "H", "H", "C", "H", "H", "H", "P", "C", "C", "H", "H", "H", "C", "H", "H", "H", "H", "H", "H", "C", "O", "C", "Si", "C", "C", "C", "H", "H", "H", "H", "H", "H", "H", "H", "H", "H", "H"],
  "positions_angstrom": [[2.2985, -7.2446, -3.0337], [1.4385, -6.4065, -2.1220], [1.9967, -8.2877, -2.9600], [3.3515, -7.1605, -2.7374], [2.1754, -6.9145, -4.0728], [0.5400, -6.7602, -1.4004], [1.9136, -4.2275, -2.1296], [0.6622, -0.2062, -0.3005], [-1.4535, -0.0584, -1.8769], [-3.1799, 0.2279, -1.4006], [-0.8167, 1.3929, -2.8238], [-1.4418, 1.4487, -3.7286], [-1.8847, -1.2920, -3.8561], [0.2465, 1.2488, -3.0899], [-0.2221, -1.7151, -3.2085], [-3.2339, 1.1216, -0.7378], [-0.8853, 2.3219, -2.2260], [-1.2818, -1.5205, -2.9611], [-3.7309, 0.3563, -2.3589], [-1.6515, -2.4071, -2.4204], [-3.5051, -0.6625, -0.8243], [1.9234, -0.7731, 1.9752], [1.2655, -0.7287, 3.6690], [2.7453, -2.3717, 1.6320], [3.6040, 0.5421, 0.7389], [4.0051, 0.2933, 2.4960], [2.7701, 1.5341, 1.9575], [3.2116, 0.5367, 1.7721], [3.1061, -2.4211, 0.5894], [3.5699, -2.4506, 2.3603], [2.1391, -0.8991, 4.3368], [0.4910, -1.5205, 3.7401], [2.0077, -3.1820, 1.7495], [0.7794, 0.2575, 3.8250], [-1.3480, -0.2565, 1.4835], [-2.2098, -0.2159, 2.2846], [-2.0708, 4.0008, -0.6227], [-1.1167, 3.3877, 0.8832], [-0.3142, 4.9183, 1.6370], [-2.4277, 2.8550, 2.1278], [0.2151, 2.0568, 0.5348], [-2.7704, 4.7943, -0.3163], [-2.6630, 3.2258, -1.1288], [-1.3916, 4.4564, -1.3591], [-1.0539, 5.7031, 1.8700], [0.2118, 4.6640, 2.5709], [0.4203, 5.3490, 0.9402], [-3.0840, 2.0506, 1.7648], [-1.9739, 2.5071, 3.0679], [-3.0772, 3.7026, 2.3913], [0.9021, 2.5845, -0.1755], [0.7984, 2.1448, 1.4740]]
}

Entry 4:
{
  "formula": "C13H32N4OP2Rh",
  "method": "ωB97M-V/def2-TZVPD",
  "total_energy_ev": -43564.90559,
  "charge": 3,
  "multiplicity": 5,
  "s_squared": 6.0115,
  "homo_lumo_gap_ha": [0.3399, 0.2340],
  "symbols": ["Rh", "C", "P", "C", "C", "C", "P", "C", "C", "H", "H", "H", "H", "H", "H", "H", "H", "H", "H", "H", "H", "H", "H", "H", "H", "C", "O", "H", "H", "H", "H", "C", "N", "C", "N", "C", "N", "C", "N", "C", "C", "H", "H", "H", "H", "H", "H", "H", "H", "H", "H", "H", "H"],
  "positions_angstrom": [[0.5589, 0.3394, 0.0012], [3.6279, -1.6207, -0.6463], [2.8842, 0.0310, -0.6663], [3.6621, 0.8305, -2.0972], [3.4957, 0.8750, 0.8432], [3.0427, 0.2254, 2.1659], [1.2729, -0.2988, 2.2350], [0.6144, 0.3444, 3.7932], [1.2565, -2.0988, 2.4622], [4.7064, -1.4962, -0.7703], [3.2500, -2.2137, -1.4792], [3.4426, -2.1529, 0.2848], [4.6542, 1.1827, -1.8078], [3.0921, 1.6662, -2.4935], [3.7713, 0.0838, -2.8840], [3.1555, 1.9119, 0.7929], [4.5873, 0.9003, 0.7934], [3.1963, 0.9410, 2.9747], [3.6521, -0.6478, 2.4053], [1.2672, 0.0190, 4.6061], [-0.3851, -0.0522, 3.9729], [0.5739, 1.4332, 3.7867], [1.8687, -2.3551, 3.3293], [1.6332, -2.6290, 1.5888], [0.2359, -2.4314, 2.6574], [0.7917, 3.4552, -1.0625], [0.4983, 2.6109, 0.0894], [1.4161, 4.2922, -0.7598], [-0.1287, 3.8251, -1.5093], [1.3284, 2.8439, -1.7794], [0.1338, 3.1664, 0.7902], [-2.0845, -1.4265, 0.1536], [-3.4888, -1.6627, -0.1138], [-3.7230, -2.1182, -1.4877], [-3.2387, -0.9620, -2.2597], [-1.8009, -0.7295, -2.1147], [-1.5489, -0.3097, -0.7042], [-2.4050, 0.9153, -0.4719], [-3.8047, 0.6423, -0.7230], [-4.2724, -0.4475, 0.1410], [-4.0426, 0.2658, -2.1204], [-1.5109, -2.3300, -0.0502], [-1.9575, -1.1473, 1.1979], [-4.7781, -2.2932, -1.6778], [-3.1434, -3.0092, -1.7189], [-1.4872, 0.0563, -2.7995], [-1.2613, -1.6494, -2.3329], [-2.0588, 1.7096, -1.1308], [-2.2839, 1.2262, 0.5645], [-5.3262, -0.6426, -0.0455], [-4.1536, -0.1561, 1.1844], [-3.6929, 1.0340, -2.8072], [-5.0929, 0.0535, -2.3001]]
}